Formula: CH5N3O3P
Source: the Open Molecules 2025 dataset
Level of theory: the ωB97M-V functional and the def2-TZVPD basis

```
! wB97M-V def2-TZVPD RIJCOSX def2/J DEFGRID3
* xyz -1 3
C -0.591 0.717 0.168
N 0.425 -0.915 1.206
N -1.769 1.124 0.552
N 1.223 -1.463 0.448
O 0.579 1.452 -2.144
O -0.427 -0.831 -2.149
O -2.016 1.324 -2.173
P -0.758 0.536 -1.673
H -2.012 0.869 1.512
H -2.460 1.544 -0.228
H 0.731 1.086 -3.116
H 2.294 -1.503 0.499
H 0.862 -2.069 -0.313
*
```

Output
Relative energy (zero: lowest compared OMol25 entry of this formula, charge and spin): 58.59 kcal/mol
Largest force on an atom: 5.6 eV/Å
HOMO-LUMO gap (alpha / beta): 5.68 / 6.73 eV
E_tot: -772.35476 Eh

Löwdin atomic charge list, values in e, 6 entries: -0.24, -0.09, -0.07, -0.20, -0.30, -0.40